Record 1
ORCA calculation (ωB97M-V/def2-TZVPD) on a molecular structure, C36H64Ge2InN3O4S3.

Last column: Löwdin charge in e.
CARTESIAN COORDINATES (ANGSTROEM)
H1 5.5919 3.0597 -3.0051  0.08
O1 0.6735 2.3992 2.0490  -0.31
C1 1.4375 2.8266 -3.8040  -0.27
H2 2.8473 -5.4471 -0.2370  0.08
C2 3.0000 -0.8389 3.0861  -0.02
C3 4.5464 1.3890 -2.0926  -0.28
H3 1.8737 0.5008 5.1706  0.08
H4 -1.1197 4.2349 1.2199  0.09
O2 0.6739 -0.2741 2.7715  -0.34
C4 -0.7306 4.3931 2.2286  -0.02
N1 -3.7173 -0.9912 -1.4193  -0.02
O3 -1.6363 1.0236 2.6304  -0.38
C5 -6.3140 1.8466 -0.4639  -0.36
H5 2.9516 0.4273 -0.0882  0.07
H6 2.6001 1.9088 0.8031  0.04
H7 0.5060 -0.6102 5.4685  0.09
C6 4.0656 2.1395 -0.8522  -0.26
C7 1.7636 -5.5486 -0.2160  -0.16
S1 -5.8626 0.1257 -0.6841  0.98
H8 6.6134 2.0339 -1.9968  0.09
C8 -3.9552 1.6839 2.6644  -0.03
C9 1.6012 -2.1267 -2.1942  -0.33
C10 1.0475 1.5012 -3.1063  -0.34
H9 3.7495 1.3569 -2.8435  0.07
H10 -6.1964 2.3801 -1.4055  0.06
H11 -1.4083 3.9017 2.9316  0.07
H12 3.1976 -2.3490 -3.7244  0.14
H13 -1.0567 -3.1138 1.3748  0.09
H14 -3.4832 -3.5571 1.2710  0.12
C11 -3.2212 -0.5143 3.6006  -0.01
C12 -3.3800 -4.7360 -0.5146  -0.23
H15 -5.2373 -5.1877 -1.5128  0.09
C13 -0.1224 -2.1462 -4.3296  0.06
C14 1.2305 4.0801 3.7610  -0.04
H16 -7.3640 1.8333 -0.1753  0.06
H17 1.7894 0.6487 -5.6910  0.05
C15 0.6816 3.8403 2.3553  -0.66
C16 2.1287 -2.2365 -3.5853  0.04
H18 1.6501 5.5805 1.5719  0.11
H19 -0.8665 -2.2847 -5.1053  0.13
C17 2.1108 1.6553 -5.9762  -0.09
S2 1.0640 -3.9206 -0.2814  1.16
H20 -2.3822 2.6621 4.6725  0.09
H21 -0.5252 -5.3673 -2.2656  0.13
H22 -0.7440 5.4619 2.4442  0.11
H23 0.1997 2.5786 -5.5507  0.12
H24 2.1870 3.5675 3.8912  0.10
H25 1.5741 -2.4401 -5.6354  0.14
H26 -3.3310 -0.9826 2.6192  0.07
C18 1.5277 -0.5362 5.0809  -0.05
H27 -4.2181 1.1417 1.7523  0.03
H28 0.1351 -2.5952 3.8850  0.09
C19 5.7864 2.0267 -2.7082  -0.09
H29 4.7637 0.3515 -1.8126  0.11
H30 4.8625 2.1395 -0.1056  0.13
C20 1.1775 -2.4816 3.5776  -0.02
H31 1.4338 -5.9917 0.7241  0.09
C21 -2.6418 1.6068 4.7859  -0.04
N2 -2.4497 -1.0978 -1.6938  -0.06
C22 1.5939 -1.0220 3.6321  -0.66
Ge1 0.0219 1.3053 3.2798  0.90
H32 -5.4313 -4.4032 0.0690  0.09
H33 -4.8505 1.7717 3.2813  0.11
C23 -4.1772 0.2343 -1.0122  -1.12
H34 3.2759 0.2187 3.0937  0.09
C24 -2.8648 0.9519 3.4289  -0.65
C25 -1.1675 -4.9786 -1.4828  -0.05
H35 0.1193 2.7142 -0.7480  -0.02
O4 1.5888 -3.5639 -1.7657  -0.33
H36 3.0605 -1.2051 2.0571  0.08
H37 3.8834 3.1893 -1.1026  0.11
H38 2.4803 3.0813 -3.5857  0.10
H39 1.7983 -3.0739 4.2502  0.10
H40 -2.9394 -5.8249 -2.3172  0.14
H41 -2.6559 -1.6196 -3.6594  0.15
H42 1.5248 3.7096 -5.7427  0.12
C26 1.2425 -2.2929 -4.6150  -0.03
S3 -3.2277 1.5978 -0.8555  0.66
In1 -0.8849 -0.0032 0.3558  0.89
C27 -0.5350 -1.7465 -3.0137  -0.27
H43 1.6611 0.6671 -3.4425  0.04
H44 1.2966 -2.8848 2.5672  0.05
H45 2.0384 1.7177 -7.0619  0.09
C28 2.8261 1.5107 -0.1834  -0.30
H46 0.8178 3.6440 -3.4238  0.11
C29 -0.6512 -4.2130 -0.4390  -0.43
Ge2 1.2546 1.8205 -1.2313  1.09
H47 3.7274 -1.3831 3.6903  0.10
C30 1.2574 2.7383 -5.3239  -0.24
C31 -2.8353 -3.9457 0.4977  -0.02
H48 -2.4433 -1.0439 4.1579  0.09
H49 2.1678 -1.1437 5.7200  0.11
H50 1.2280 4.4166 0.3293  0.06
C32 -1.9843 -1.4781 -2.8148  -0.02
H51 0.5328 3.7170 4.5271  0.08
H52 2.6188 4.1184 1.4133  0.09
C33 -4.8341 -5.1114 -0.5034  -0.01
H53 -3.6205 2.6851 2.3869  0.09
H54 -1.8422 1.1010 5.3397  0.08
C34 -2.5269 -5.2243 -1.5144  0.01
H55 6.1141 1.4815 -3.5926  0.08
H56 2.2896 -1.6059 -1.5294  0.14
H57 3.1663 1.7683 -5.7116  0.08
H58 1.4016 -6.1226 -1.0671  0.08
H59 -0.0052 1.2666 -3.2869  0.08
H60 -5.7178 2.3109 0.3183  0.02
H61 -3.5457 1.5484 5.3918  0.11
C35 1.6023 4.5146 1.3501  -0.03
H62 -4.9473 -6.0935 -0.0368  0.11
H63 -4.1646 -0.6240 4.1371  0.11
H64 1.3813 5.1434 3.9464  0.11
N3 0.2771 -1.5882 -2.0197  0.09
C36 -1.4746 -3.6794 0.5477  -0.09

Values from the calculation:
lowest unoccupied orbital energy (spin up / spin down) = -9.3 / -10.1 eV
frontier orbital gap (spin up / spin down) = 6.67 / 5.40 eV
energy relative to the best compared isomer or geometry (same formula, charge and spin) = 110.2 kcal/mol
molar mass = 959.2 Da
multiplicity = 2
charge = +3

Record 2
ORCA calculation (ωB97M-V/def2-TZVPD) on a molecular structure, C36H32F5OP2ScTe.

Last column: Löwdin charge in e.
CARTESIAN COORDINATES (ANGSTROEM)
C1 2.0484 -2.8278 1.6031  -0.03
C2 4.0561 3.0673 -0.8430  -0.07
H1 0.3904 3.5410 4.6294  0.10
C3 -1.4838 -4.5581 0.6734  -0.06
H2 -2.3986 4.2681 0.5969  0.09
H3 3.4970 -2.9341 3.1887  0.13
H4 4.7568 -4.8389 2.1788  0.14
P1 0.1306 -2.4570 -0.3827  1.11
C4 -2.6297 -5.0967 1.2842  -0.03
C5 2.2991 -4.4200 -0.1984  -0.03
H5 3.1695 6.3343 -0.9991  0.12
F1 0.6302 1.2156 4.7049  -0.42
H6 -1.7723 -4.7665 -4.4513  0.12
C6 -3.6897 -2.9412 1.2212  -0.03
H7 -3.2123 5.0282 2.8642  0.11
H8 5.1688 4.8952 -1.2319  0.12
C7 -3.3531 3.3302 -2.4977  -0.07
C8 3.4331 -4.9427 0.4492  0.00
H9 1.9958 -4.8401 -1.1636  0.12
H10 0.7423 0.0341 -1.5182  0.03
C9 1.2661 -3.2549 -4.2535  -0.05
C10 -1.5188 4.4055 -3.6460  -0.05
C11 -2.8949 4.1592 -3.5309  -0.06
C12 -2.4508 2.8442 -1.5461  -0.14
H11 -2.6105 -1.3125 0.2556  0.09
C13 -3.7329 -4.3002 1.5735  -0.02
H12 -1.1661 4.9922 -4.5040  0.12
C14 4.1907 4.4518 -1.0191  -0.06
C15 -0.5638 3.4408 1.3449  -0.36
C16 -0.9257 -4.2370 -4.0081  -0.04
H13 0.2819 -4.4105 -5.7980  0.13
C17 0.0727 -3.0308 -2.1337  -0.36
C18 -1.0730 3.1566 -1.5857  -0.37
H14 0.4743 4.0206 -2.8511  0.11
F2 -1.9585 0.3306 2.6250  -0.52
C19 -2.2267 4.5717 2.7403  -0.06
H15 0.9515 5.3722 -0.4461  0.13
O1 0.5942 0.0116 2.3300  -0.60
H16 2.1425 -3.0451 -4.8631  0.12
C20 -1.7779 4.1314 1.4807  -0.08
C21 -1.4256 -3.2030 0.3495  -0.38
C22 -2.5650 -2.3904 0.5938  -0.13
H17 -4.5375 -2.3128 1.4665  0.12
C23 1.8056 4.6950 -0.6100  -0.08
H18 -2.6451 -6.1515 1.5545  0.13
C24 0.2319 3.2935 2.4992  -0.12
F3 -0.9471 -1.9917 3.2102  -0.45
H19 4.9448 2.4493 -0.9085  0.11
C25 0.2262 -4.0315 -4.7748  -0.03
P2 -0.0051 2.4975 -0.2099  1.04
C26 -0.2096 3.7521 3.7474  -0.08
Te1 -0.5297 -0.3640 4.2061  2.16
C27 3.1641 -3.3733 2.2474  0.00
C28 3.0653 5.2561 -0.8797  -0.06
C29 3.8699 -4.4428 1.6733  0.03
H20 -4.6131 -4.7284 2.0666  0.13
C30 -0.6078 3.8674 -2.7087  -0.07
C31 -1.0230 -3.7110 -2.7119  -0.06
H21 -4.4086 3.0608 -2.4494  0.11
C32 1.5819 -3.3458 0.3602  -0.27
H22 4.0239 -5.7329 -0.0194  0.14
H23 -3.5945 4.5314 -4.2916  0.12
H24 -0.6237 -5.1920 0.4592  0.12
F4 -1.5852 -1.0539 5.9233  -0.41
H25 1.1850 2.7427 2.4530  0.11
C33 1.6305 3.3014 -0.5423  -0.37
C34 -1.4463 4.3910 3.8903  -0.05
F5 1.0925 -1.3592 4.3709  -0.41
C35 2.7983 2.4993 -0.5930  -0.10
Sc1 -0.6686 -0.0447 0.9666  0.83
H26 -2.8484 2.2014 -0.7368  0.10
C36 1.1950 -2.7599 -2.9472  -0.11
H27 -1.8014 4.7111 4.8731  0.12
H28 0.0726 0.1433 -1.7664  0.05
H29 1.5559 -1.9777 2.0920  0.06
H30 -1.9580 -3.8582 -2.1513  0.11
H31 2.7091 1.4130 -0.4207  0.09
H32 2.0377 -2.1695 -2.5540  0.12

Values from the calculation:
lowest unoccupied orbital energy (spin up / spin down) = -10.5 / -9.2 eV
frontier orbital gap (spin up / spin down) = 2.86 / 4.23 eV
molar mass = 810.1 Da
charge = +2

Record 3
ORCA calculation (ωB97M-V/def2-TZVPD) on 2 unconnected molecules or ions with the total composition C2H11N2O.

Last column: Löwdin charge in e.
CARTESIAN COORDINATES (ANGSTROEM)
C1 -2.0045 -1.0661 -1.0621  -0.05
H1 -2.7502 -1.1869 -0.2168  0.12
H2 -1.0925 0.7589 -0.2198  0.15
H3 2.5657 1.0335 1.4757  0.13
H4 2.0314 -0.8618 0.5642  0.13
H5 0.3410 1.0246 2.6599  0.13
H6 -2.5443 -0.6236 -1.8904  0.07
O1 0.6381 0.1839 2.1812  -0.07
C2 1.4958 0.8427 1.2184  -0.28
H7 -1.5759 -2.0730 -1.4568  0.13
H8 2.0473 0.1086 -0.8089  0.10
N1 -0.9420 -0.0097 -0.9023  0.04
H9 0.0922 -0.3855 -0.5267  0.11
H10 1.0737 1.8676 0.7848  0.15
H11 -0.8974 0.5039 -1.8211  0.16
N2 1.5216 -0.1170 0.0206  -0.02

Values from the calculation:
lowest unoccupied orbital energy = -3.3 eV
frontier orbital gap = 11.47 eV
energy relative to the best compared isomer or geometry (same formula, charge and spin) = 44.5 kcal/mol
molar mass = 79.1 Da
charge = +1

Record 4
ORCA calculation (ωB97M-V/def2-TZVPD) on a molecular structure, C17H31AlBCl4CsN3O5.

Last column: Löwdin charge in e.
CARTESIAN COORDINATES (ANGSTROEM)
H1 -1.4040 0.8711 -0.5727  0.12
H2 -0.5502 -1.2321 -2.5641  0.08
H3 3.1978 -3.8056 3.1555  0.10
N1 1.8774 -1.8790 1.6887  -0.07
H4 4.2572 0.4674 0.9056  0.14
H5 -1.9353 4.5308 -4.0698  0.11
C1 2.4383 -0.4902 3.6831  -0.16
Cl1 -5.1045 -3.4309 -1.2336  0.13
C2 -1.2493 -1.0039 -1.7506  -0.02
H6 4.5326 -0.3084 3.1807  0.13
O1 -4.8174 0.9499 -2.7219  0.17
B1 -5.5176 -0.3189 -2.5173  -0.85
H7 -6.5751 0.3003 -0.8633  -0.29
H8 4.3160 -2.4347 3.0992  0.06
H9 0.7905 -3.5221 3.5823  0.02
N2 -6.5680 -0.5330 -1.4593  0.08
Cs1 -6.5351 1.6011 0.5554  1.30
C3 -1.3796 0.5493 -1.6213  -0.18
H10 3.8653 -3.1389 0.9788  0.08
C4 2.1567 -1.8905 3.1596  -0.47
C5 0.3702 4.0741 -1.6525  -0.09
C6 3.3640 -2.7867 3.5039  -0.03
H11 -0.9417 -1.4836 -0.8160  0.08
H12 0.0916 -1.9419 3.8781  -0.04
O2 0.7142 -1.3376 1.5026  0.00
H13 -6.1408 -1.2634 -0.8666  0.01
H14 -4.4965 -1.8293 -2.8192  0.01
Cl2 -1.2981 -3.4174 4.6619  -0.40
C7 2.8573 -1.1832 0.8273  -0.46
C8 3.5861 0.1704 2.9333  -0.26
Cl3 -5.8899 -3.7402 -3.2280  0.22
H15 3.1012 -0.4899 -1.2207  0.09
H16 -1.5053 3.1053 -2.0693  0.08
C9 4.0447 -2.1507 0.5625  -0.01
C10 -1.0366 4.6593 -3.4771  -0.13
H17 3.6941 1.2235 3.2715  -0.01
C11 3.3470 0.1469 1.4169  -0.18
C12 -3.6529 0.8430 -1.9208  -0.53
H18 1.5384 -0.0702 -0.5573  0.06
O3 -5.2456 -1.4053 -3.2861  -0.31
H19 4.9892 -1.7796 0.9656  0.09
C13 0.9960 -2.5235 3.9452  -0.27
Al1 2.1389 2.3316 2.6140  1.08
Cl4 -6.8334 -1.4109 -5.1524  -0.32
H20 1.5602 6.5874 -3.5596  0.11
C14 0.9085 5.8013 -3.1946  -0.15
H21 0.5952 3.4727 -0.7779  0.08
C15 2.2979 -0.8543 -0.5777  -0.03
H22 2.6743 -0.5226 4.7475  0.14
H23 1.2496 -2.5985 5.0012  0.07
H24 -0.4418 0.9560 -2.0208  0.11
C16 1.2461 5.0614 -2.0717  -0.08
H25 1.5251 0.1375 3.6000  0.08
O4 -2.4772 1.0810 -2.4134  0.06
H26 -2.2223 -1.4209 -2.0431  0.07
N3 -0.2083 5.6155 -3.8960  0.07
O5 -3.8158 0.5135 -0.7441  0.02
H27 4.1923 -2.3275 -0.5026  0.08
H28 1.8648 -1.7345 -1.0514  0.10
H29 2.5935 0.9236 1.1946  -0.03
H30 3.4982 -2.8344 4.5849  0.10
C17 -0.7975 3.8650 -2.3656  -0.07
H31 2.1694 5.2552 -1.5418  0.10

Values from the calculation:
lowest unoccupied orbital energy (spin up / spin down) = -3.0 / -3.1 eV
frontier orbital gap (spin up / spin down) = 2.93 / 2.91 eV
molar mass = 670.0 Da
multiplicity = 2

Record 5
ORCA calculation (ωB97M-V/def2-TZVPD) on 7 unconnected molecules or ions with the total composition CH16NO6.

Last column: Löwdin charge in e.
CARTESIAN COORDINATES (ANGSTROEM)
O1 -1.4916 0.6970 -1.1951  -0.07
N1 0.0465 -1.7137 -0.1001  0.14
H1 0.7290 -1.7770 0.6051  0.09
H2 -0.9481 -2.3073 -1.9206  0.16
H3 0.1663 -3.5167 -1.0584  0.11
O2 -0.9064 1.1827 1.3880  -0.08
H4 -0.1582 3.9673 2.8448  0.06
C1 -0.0980 -2.4841 -1.1278  0.08
H5 -1.4475 1.4291 2.1884  0.10
H6 1.4440 -0.4825 -2.5465  0.06
O3 1.5068 -1.2616 -1.9195  -0.06
H7 1.1664 -2.6337 3.2670  0.01
H8 -1.5112 1.1419 -0.2819  0.05
H9 0.2636 -1.5394 3.7321  0.07
H10 0.6906 4.2993 1.6858  0.07
H11 -0.4573 -0.8093 0.0600  0.11
H12 2.4403 -1.3975 -2.0226  0.07
H13 -0.1177 1.7655 1.4539  0.04
H14 0.2607 1.6803 -2.3802  0.05
H15 -2.3125 0.8447 -1.5530  0.01
O4 0.4423 0.9490 -3.0124  -0.14
H16 -0.5423 0.5078 -3.1896  0.14
O5 0.5118 -2.0641 2.9406  -0.04
O6 0.3225 3.5223 2.1420  -0.05

Values from the calculation:
lowest unoccupied orbital energy = -3.4 eV
frontier orbital gap = 10.96 eV
energy relative to the best compared isomer or geometry (same formula, charge and spin) = 51.7 kcal/mol
molar mass = 138.1 Da
charge = +1